[1]
Molecular formula: C7H17N
Method: DFT, ωB97M-V/def2-TZVPD

The calculation puts the total energy at -331.6352 Ha. The HOMO energy is -8.9060 eV. For the HOMO-LUMO gap, the calculation gives 10.03 eV. As for the multiplicity: 1. As for the LUMO energy: 1.122 eV. The relative energy (zero: lowest compared OMol25 entry of this formula, charge and spin) comes out at 0.971 eV. Its SMILES is CCNCCC(C)C.

Last column: natural (NBO) charge in e.
CARTESIAN COORDINATES (ANGSTROEM)
C (3.302, -0.624, 1.204)  -0.63
C (2.454, 0.615, 0.815)  -0.21
N (1.535, 0.071, -0.218)  -0.62
C (0.423, 1.006, -0.454)  -0.22
C (-0.820, 0.407, -1.123)  -0.39
C (-1.700, -0.424, -0.167)  -0.23
C (-2.538, 0.461, 0.713)  -0.62
C (-2.578, -1.363, -1.009)  -0.59
H (2.918, -1.210, 2.042)  0.21
H (3.361, -1.240, 0.307)  0.22
H (4.304, -0.296, 1.481)  0.21
H (1.857, 0.993, 1.644)  0.17
H (3.047, 1.397, 0.334)  0.19
H (1.131, -0.799, 0.107)  0.34
H (0.760, 1.818, -1.113)  0.19
H (0.084, 1.427, 0.492)  0.16
H (-1.412, 1.222, -1.573)  0.20
H (-0.431, -0.254, -1.913)  0.20
H (-0.975, -1.143, 0.263)  0.19
H (-2.043, 0.600, 1.690)  0.22
H (-3.487, 0.015, 0.995)  0.21
H (-2.833, 1.373, 0.174)  0.21
H (-3.015, -2.216, -0.455)  0.21
H (-1.982, -1.806, -1.812)  0.20
H (-3.437, -0.807, -1.400)  0.20

[2]
Molecular formula: C7H17N
Method: DFT, ωB97M-V/def2-TZVPD

The calculation puts the total energy at -331.5833 Ha. The HOMO energy is -7.7939 eV. For the HOMO-LUMO gap, the calculation gives 8.64 eV. As for the multiplicity: 1. As for the LUMO energy: 0.845 eV. The relative energy (zero: lowest compared OMol25 entry of this formula, charge and spin) comes out at 2.384 eV. Its SMILES is C=C(C)C.CC(C)N.

Last column: natural (NBO) charge in e.
CARTESIAN COORDINATES (ANGSTROEM)
C (-0.135, -2.147, 1.049)  -0.44
C (-0.539, -0.873, 1.125)  0.00
C (-1.998, -0.521, 0.959)  -0.65
C (0.168, 0.121, 2.299)  -0.62
H (-0.794, -2.940, 0.732)  0.19
H (0.883, -2.435, 1.257)  0.19
H (-2.540, -0.623, 1.898)  0.22
H (-2.090, 0.514, 0.620)  0.21
H (-2.471, -1.162, 0.210)  0.21
H (-0.013, 1.182, 2.138)  0.21
H (-0.329, -0.156, 3.227)  0.21
H (1.227, -0.125, 2.365)  0.21
C (1.742, -0.127, -1.719)  -0.62
C (0.459, 0.541, -1.269)  -0.03
C (0.652, 1.901, -0.648)  -0.62
N (-0.506, 0.565, -2.320)  -0.84
H (2.480, -0.119, -0.920)  0.21
H (1.547, -1.160, -2.013)  0.21
H (2.165, 0.396, -2.578)  0.21
H (0.059, -0.161, -0.274)  0.19
H (1.221, 2.549, -1.311)  0.21
H (-0.296, 2.388, -0.407)  0.20
H (1.172, 1.766, 0.318)  0.21
H (-1.384, 0.979, -2.031)  0.36
H (-0.678, -0.353, -2.709)  0.36

[3]
Molecular formula: C7H17N
Method: DFT, ωB97M-V/def2-TZVPD

The calculation puts the total energy at -331.6131 Ha. The HOMO energy is -8.0842 eV. For the HOMO-LUMO gap, the calculation gives 9.13 eV. As for the multiplicity: 1. As for the LUMO energy: 1.046 eV. The relative energy (zero: lowest compared OMol25 entry of this formula, charge and spin) comes out at 1.574 eV. Its SMILES is C=C(C)NC.CCC.

Last column: natural (NBO) charge in e.
CARTESIAN COORDINATES (ANGSTROEM)
C (-0.300, -0.440, -2.105)  -0.52
C (-0.251, 0.654, -1.344)  0.20
C (-1.400, 1.611, -1.212)  -0.65
N (1.046, 1.328, -1.002)  -0.65
C (2.307, 0.682, -1.235)  -0.41
H (-1.214, -0.712, -2.604)  0.21
H (0.539, -1.095, -2.254)  0.20
H (-2.322, 1.167, -1.577)  0.22
H (-1.214, 2.521, -1.783)  0.22
H (-1.534, 1.898, -0.168)  0.21
H (0.970, 2.171, -0.454)  0.39
H (3.124, 1.372, -1.024)  0.21
H (2.363, 0.340, -2.273)  0.19
H (2.427, -0.212, -0.610)  0.18
C (-1.699, -0.881, 1.803)  -0.61
C (-0.254, -0.503, 1.536)  -0.41
C (0.721, -1.586, 1.965)  -0.60
H (-1.953, -1.814, 1.301)  0.20
H (-2.385, -0.102, 1.475)  0.20
H (-1.855, -1.019, 2.873)  0.20
H (-0.012, 0.446, 2.021)  0.18
H (0.001, -0.243, 0.446)  0.23
H (0.667, -1.735, 3.043)  0.20
H (1.743, -1.316, 1.703)  0.20
H (0.485, -2.532, 1.481)  0.20

[4]
Molecular formula: C7H17N
Method: DFT, ωB97M-V/def2-TZVPD

The calculation puts the total energy at -331.3546 Ha. The total charge is +1. The HOMO energy (alpha / beta) is -15.4808 / -15.4913 eV. For the HOMO-LUMO gap (alpha / beta), the calculation gives 12.95 / 8.41 eV. As for the multiplicity: 2. As for the LUMO energy (alpha / beta): -2.529 / -7.085 eV. The relative energy (zero: lowest compared OMol25 entry of this formula, charge and spin) comes out at 0.000 eV.

Last column: natural (NBO) charge in e.
CARTESIAN COORDINATES (ANGSTROEM)
C (-0.953, -1.454, -0.803)  -0.41
C (-1.099, -2.966, -0.682)  -0.62
C (-0.520, -0.730, 0.478)  -0.25
N (-0.517, 0.740, 0.228)  0.07
C (-1.279, 1.512, 1.185)  -0.48
C (1.750, 1.402, 1.060)  -0.61
C (0.780, 1.374, -0.124)  -0.08
C (1.385, 0.754, -1.380)  -0.62
H (-0.253, -1.178, -1.592)  0.22
H (-1.890, -1.051, -1.178)  0.22
H (-1.979, -3.326, -1.197)  0.24
H (-0.263, -3.524, -1.107)  0.23
H (-1.193, -3.293, 0.358)  0.22
H (-1.139, -0.908, 1.343)  0.23
H (0.508, -1.017, 0.684)  0.24
H (-0.673, 2.270, 1.668)  0.25
H (-1.769, 0.946, 1.966)  0.25
H (-2.061, 2.079, 0.662)  0.27
H (1.876, 0.406, 1.478)  0.22
H (1.470, 2.120, 1.816)  0.23
H (2.717, 1.686, 0.648)  0.26
H (0.494, 2.368, -0.416)  0.23
H (2.306, 1.254, -1.675)  0.25
H (0.705, 0.840, -2.219)  0.23
H (1.595, -0.303, -1.199)  0.21

[5]
Molecular formula: C7H17N
Method: DFT, ωB97M-V/def2-TZVPD

The calculation puts the total energy at -331.2972 Ha. The total charge is +1. The HOMO energy (alpha / beta) is -14.1397 / -14.1380 eV. For the HOMO-LUMO gap (alpha / beta), the calculation gives 11.42 / 6.55 eV. As for the multiplicity: 2. As for the LUMO energy (alpha / beta): -2.721 / -7.584 eV. The relative energy (zero: lowest compared OMol25 entry of this formula, charge and spin) comes out at 1.561 eV.

Last column: natural (NBO) charge in e.
CARTESIAN COORDINATES (ANGSTROEM)
C (-0.362, -0.852, -0.377)  -0.46
C (0.064, 0.167, -1.451)  -0.37
C (0.978, -0.292, -2.561)  -0.43
C (2.359, -0.566, -1.952)  -0.62
C (-1.449, -0.407, 0.595)  -0.28
N (-1.116, 0.044, 1.991)  0.06
C (0.316, 0.215, 2.127)  -0.51
C (-1.881, 1.232, 2.376)  -0.46
H (-0.700, -1.787, -0.889)  0.25
H (0.591, -1.227, 0.010)  0.24
H (0.544, 0.911, -0.787)  0.17
H (-0.838, 0.581, -1.841)  0.21
H (0.902, 0.233, -3.509)  0.25
H (0.558, -1.182, -3.088)  0.22
H (2.513, -1.502, -1.411)  0.22
H (3.120, -0.354, -2.742)  0.24
H (2.510, 0.183, -1.159)  0.19
H (-2.254, -1.140, 0.756)  0.27
H (-2.053, 0.351, 0.116)  0.26
H (0.712, 0.796, 2.942)  0.25
H (0.845, 0.701, 1.245)  0.27
H (0.802, -0.779, 2.259)  0.27
H (-1.458, 2.038, 1.760)  0.26
H (-1.739, 1.609, 3.398)  0.26
H (-2.966, 1.025, 2.192)  0.25

[6]
Molecular formula: C7H17N2O2
Method: DFT, ωB97M-V/def2-TZVPD

The calculation puts the total energy at -536.5214 Ha. The total charge is +1. The HOMO energy is -12.2025 eV. For the HOMO-LUMO gap, the calculation gives 7.94 eV. As for the multiplicity: 1. As for the LUMO energy: -4.260 eV. The relative energy (zero: lowest compared OMol25 entry of this formula, charge and spin) comes out at 3.044 eV.

Last column: natural (NBO) charge in e.
CARTESIAN COORDINATES (ANGSTROEM)
C (2.646, 0.112, -0.076)  0.66
C (3.421, 1.415, -0.359)  -0.72
C (-3.364, -0.117, -0.362)  -0.45
C (-1.185, -0.334, 1.828)  -0.43
C (-0.861, 1.206, -0.065)  -0.42
C (1.727, -0.394, -1.228)  -0.63
C (0.667, -1.387, -0.721)  0.54
N (-2.001, -0.781, -0.377)  -0.52
N (-1.053, -0.143, 0.369)  -0.25
O (2.572, -0.479, 0.936)  -0.55
O (0.760, -2.079, 0.385)  -0.59
H (3.980, 1.736, 0.524)  0.26
H (2.730, 2.101, -0.758)  0.24
H (4.202, 1.196, -1.112)  0.26
H (-3.246, 0.889, 0.204)  0.21
H (-3.653, -0.064, -1.373)  0.22
H (-4.075, -0.684, 0.352)  0.21
H (-1.880, 0.255, 2.294)  0.21
H (-1.498, -1.380, 1.961)  0.22
H (-0.251, -0.056, 2.250)  0.21
H (-1.301, 1.344, -0.994)  0.23
H (-1.081, 1.927, 0.717)  0.22
H (0.212, 1.337, -0.218)  0.17
H (2.275, -0.992, -1.839)  0.28
H (1.049, 0.364, -1.728)  0.27
H (-0.116, -1.523, -1.431)  0.23
H (-2.078, -1.805, -0.218)  0.38
H (1.400, -1.665, 1.041)  0.54

[7]
Molecular formula: C7H17N2OP
Method: DFT, ωB97M-V/def2-TZVPD

The calculation puts the total energy at -802.9397 Ha. The HOMO energy is -8.8512 eV. For the HOMO-LUMO gap, the calculation gives 9.65 eV. As for the multiplicity: 1. As for the LUMO energy: 0.799 eV. The relative energy (zero: lowest compared OMol25 entry of this formula, charge and spin) comes out at 1.672 eV. Its SMILES is CCCN1CCCO[P@]1(C)=N.

Last column: natural (NBO) charge in e.
CARTESIAN COORDINATES (ANGSTROEM)
C (-2.388, 0.745, 1.319)  -0.63
C (-2.503, 0.378, -0.179)  -0.41
C (-1.294, 0.907, -0.953)  -0.21
N (-0.041, 0.222, -0.676)  -0.81
C (0.111, -1.202, -1.013)  -0.20
C (0.220, -2.092, 0.279)  -0.43
C (1.546, -1.888, 0.942)  -0.05
O (2.096, -0.652, 1.158)  -0.79
P (1.154, 0.995, 0.160)  2.06
C (2.525, 1.124, -1.020)  -1.00
N (0.594, 2.229, 0.980)  -1.25
H (-2.721, -0.073, 1.920)  0.21
H (-1.329, 0.917, 1.474)  0.23
H (-2.942, 1.680, 1.760)  0.22
H (-3.385, 0.660, -0.727)  0.22
H (-2.558, -0.813, -0.279)  0.19
H (-1.280, 0.914, -2.095)  0.19
H (-1.091, 1.889, -0.668)  0.23
H (1.055, -1.323, -1.489)  0.19
H (-0.713, -1.452, -1.609)  0.21
H (-0.695, -1.849, 0.814)  0.20
H (0.189, -3.097, -0.145)  0.21
H (1.477, -2.386, 1.977)  0.17
H (2.315, -2.425, 0.228)  0.13
H (3.377, 1.468, -0.448)  0.25
H (2.755, 0.172, -1.485)  0.27
H (2.218, 2.050, -1.441)  0.25
H (1.311, 2.902, 1.217)  0.39

[8]
Molecular formula: C7H17NO
Method: DFT, ωB97M-V/def2-TZVPD

The calculation puts the total energy at -406.8658 Ha. The HOMO energy is -9.0736 eV. For the HOMO-LUMO gap, the calculation gives 9.88 eV. As for the multiplicity: 1. As for the LUMO energy: 0.809 eV. The relative energy (zero: lowest compared OMol25 entry of this formula, charge and spin) comes out at 1.755 eV. Its SMILES is CCN(C)C(C)=O.CC.

Last column: natural (NBO) charge in e.
CARTESIAN COORDINATES (ANGSTROEM)
C (0.678, -0.141, 1.108)  -0.65
C (0.654, 0.823, -0.046)  -0.22
N (-0.597, 1.509, -0.307)  -0.44
C (-0.753, 2.747, 0.384)  -0.42
C (-1.656, 1.060, -1.059)  0.68
C (-1.480, -0.181, -1.886)  -0.71
O (-2.658, 1.752, -1.131)  -0.62
H (0.272, -1.146, 0.995)  0.22
H (0.118, 0.110, 2.024)  0.22
H (1.666, -0.217, 1.556)  0.22
H (1.480, 1.514, -0.072)  0.21
H (0.862, 0.217, -0.938)  0.21
H (-0.217, 2.841, 1.344)  0.20
H (-0.150, 3.569, -0.054)  0.19
H (-1.751, 3.109, 0.553)  0.25
H (-1.574, -1.028, -1.203)  0.23
H (-0.486, -0.255, -2.348)  0.22
H (-2.044, -0.235, -2.813)  0.25
C (2.972, -2.874, 1.362)  -0.62
C (1.714, -3.684, 0.930)  -0.61
H (2.977, -3.034, 2.435)  0.21
H (3.932, -3.341, 1.132)  0.21
H (2.945, -1.870, 1.015)  0.21
H (1.231, -4.012, 1.850)  0.20
H (1.021, -3.138, 0.312)  0.20
H (2.002, -4.609, 0.428)  0.21